1.
A gas-phase ion, C9H14IN2O2 (charge +1), computed with ωB97M-V/def2-TZVPD.

```
28
Properties=species:S:1:pos:R:3:forces:R:3
C 0.2883 -2.4219 -1.7920 -0.049 0.096 0.112
C 0.9292 -1.2505 -2.5442 0.021 -0.077 -0.043
C 2.0683 -0.6147 -1.7562 -0.029 -0.232 0.082
I 3.2897 0.6329 -2.9996 0.108 0.078 -0.118
C 1.6106 0.1979 -0.6029 -0.082 -0.025 -0.013
C 0.3651 0.5045 -0.1651 -0.020 0.036 -0.236
N 0.5073 1.3225 0.9383 -0.120 0.053 0.141
C -0.5839 1.9171 1.7207 -0.135 0.024 0.043
O -1.4493 0.9294 2.2048 0.087 -0.042 0.161
C -2.5474 0.6325 1.4227 0.040 0.339 -0.277
C -3.4883 -0.2774 2.1344 0.109 -0.133 -0.085
O -2.6518 1.0884 0.3166 -0.009 -0.216 0.253
C 1.7970 1.5087 1.1762 0.034 -0.034 0.047
N 2.4787 0.8355 0.2595 0.140 -0.042 0.034
H -0.7331 -2.5836 -2.1330 0.030 -0.075 -0.064
H 0.2433 -2.2496 -0.7138 -0.013 0.022 -0.031
H 0.8520 -3.3392 -1.9504 0.008 -0.028 0.013
H 0.1911 -0.4918 -2.8122 0.039 0.058 0.038
H 1.3471 -1.6143 -3.4820 -0.079 0.029 -0.034
H 2.7362 -1.3998 -1.3981 0.076 0.058 -0.043
H -0.5952 0.2392 -0.5681 -0.060 0.044 0.094
H -0.1402 2.4061 2.5840 0.041 -0.009 -0.024
H -1.1063 2.6372 1.0962 -0.055 -0.045 -0.064
H -3.0032 -1.2445 2.2805 -0.001 0.013 -0.013
H -3.7277 0.1094 3.1225 -0.028 0.075 -0.024
H -4.3785 -0.4064 1.5287 -0.049 0.013 0.042
H 2.2168 2.1072 1.9680 -0.027 -0.041 -0.012
H 3.4845 0.8248 0.1646 0.024 0.063 0.021
```
Forces are in eV/Å.

The total charge is +1. The SMILES is CC[C@@H](I)c1cn(COC(C)=O)c[nH+]1. Its orbital gap is 0.3597 Ha. The value obtained for the highest occupied orbital energy is -0.473 Ha. The total energy is -908.829137 a.u. The calculation puts the energy relative to the best compared isomer or geometry (same formula, charge and spin) at 0.0 kJ/mol. The spin multiplicity is 1.

---

2.
A molecular structure, C3H13HgN2O in a non-equilibrium geometry, computed with ωB97M-V/def2-TZVPD.

```
20
Properties=species:S:1:pos:R:3:forces:R:3
C 1.6446 -1.3376 -1.9822 -2.242 -1.132 -3.158
Hg 1.7286 -0.0288 -0.4429 2.148 2.491 0.391
N 0.7794 1.7859 2.2104 0.676 0.393 0.350
H 2.6726 1.2608 0.0309 -0.609 0.943 0.786
H 0.5697 2.7689 2.3724 0.109 -0.039 0.053
H 3.3096 -0.7230 -0.7810 2.191 -0.921 1.160
H 2.5679 -1.4210 -2.5562 -0.099 0.118 0.395
H 0.8863 -0.8464 -2.6571 0.111 -1.403 0.028
H 1.3736 -2.3333 -1.5806 -0.164 0.458 -0.521
H 0.5227 1.2871 3.0498 -0.043 -0.109 0.340
H 1.8123 1.7119 2.1174 -1.073 -0.089 -0.435
C -2.6509 -0.9880 -0.4452 -0.302 -0.057 -0.193
C -1.4338 -0.3207 0.1044 3.216 -2.035 0.495
N -1.5030 0.9455 0.5276 0.131 0.292 0.424
O -0.3421 -0.9812 0.1484 -3.578 1.044 0.514
H -3.5592 -0.5018 -0.0900 -0.146 -0.053 -0.054
H -2.6406 -2.0387 -0.1358 -0.009 0.278 -0.117
H -2.6322 -0.9473 -1.5404 0.023 -0.014 0.153
H -0.6910 1.3541 1.0434 -0.318 -0.403 -0.595
H -2.4145 1.3536 0.6064 -0.021 0.237 -0.015
```
Forces are in eV/Å.

The total charge is -1. Its orbital gap is 0.1276 Ha. The value obtained for the highest occupied orbital energy is -0.010 Ha. The total energy is -460.095333 a.u. The calculation puts the energy relative to the best compared isomer or geometry (same formula, charge and spin) at 49.0 kJ/mol. The spin multiplicity is 1.

---

3.
A molecular structure, C32H43MnN8OSSi, computed with ωB97M-V/def2-TZVPD.

```
87
Properties=species:S:1:pos:R:3:forces:R:3
Mn -0.6371 0.4052 0.2152 0.115 -0.204 0.383
C -0.9528 -2.3243 2.0302 0.068 0.205 0.152
C -0.8417 -1.2074 3.0639 -0.008 -0.045 -0.172
N -1.5002 -0.0130 2.5371 -0.019 0.045 0.095
C -1.2867 1.1952 3.3328 -0.040 0.003 -0.041
C 0.1168 1.7051 3.1317 0.013 0.023 0.002
C 0.7817 2.4712 4.0752 0.005 0.066 0.038
C 2.0838 2.8666 3.8119 -0.009 -0.035 -0.062
C 2.6938 2.4525 2.6378 -0.010 0.033 -0.020
C 1.9564 1.6886 1.7482 0.016 0.024 0.040
C 2.5319 1.1502 0.4630 -0.015 0.021 0.033
N 1.7949 -0.0462 0.0444 -0.064 0.103 -0.078
C 2.0594 -1.2148 0.8912 -0.118 -0.134 -0.012
C 1.0772 -2.3412 0.5822 0.132 0.129 0.052
N -0.3334 -1.9589 0.7475 -0.081 0.204 -0.119
N 0.6927 1.3515 1.9859 0.045 -0.130 -0.013
H -2.0149 -2.5037 1.8499 0.005 -0.088 -0.030
H -0.5166 -3.2433 2.4342 -0.046 -0.034 -0.020
H 0.2061 -0.9710 3.2547 0.003 0.009 0.034
H -1.2834 -1.5440 4.0090 0.043 0.006 0.026
H -2.4970 -0.1878 2.4898 -0.048 0.032 -0.133
H -1.4681 1.0336 4.4014 -0.007 0.027 0.011
H -1.9908 1.9553 2.9809 0.005 0.005 0.009
H 0.2972 2.7483 5.0022 -0.033 -0.034 -0.018
H 2.6286 3.4686 4.5267 -0.005 -0.004 0.009
H 3.7225 2.7080 2.4204 -0.004 -0.009 -0.004
H 3.6010 0.9532 0.5985 0.007 0.014 -0.021
H 2.4259 1.9024 -0.3227 0.030 -0.004 -0.004
H 2.0935 -0.2608 -0.8981 -0.040 0.006 -0.085
H 1.9560 -0.9136 1.9333 0.054 0.034 0.003
H 3.0779 -1.5947 0.7481 0.010 0.018 0.059
H 1.3298 -3.1999 1.2134 -0.016 -0.049 -0.070
H 1.2239 -2.6443 -0.4552 0.012 -0.096 0.004
H -0.8672 -2.3816 0.0001 -0.008 -0.032 -0.018
C -3.4388 4.8656 2.1130 -0.085 0.078 -0.243
Si -4.3432 4.4914 0.4967 -0.003 0.063 0.069
C -6.1518 4.9910 0.6774 0.191 -0.124 -0.025
C -3.6170 5.3678 -1.0031 -0.028 -0.030 0.216
C -4.2693 2.6016 0.2937 -0.092 0.082 0.020
C -5.4016 1.8144 0.4430 0.059 0.134 0.010
C -5.3293 0.4221 0.4165 -0.047 -0.096 0.010
C -4.0910 -0.1525 0.2475 -0.062 0.004 -0.016
N -2.9761 0.5679 0.0805 -0.004 -0.050 -0.095
C -3.0507 1.9183 0.0817 0.057 -0.181 -0.045
S -1.5310 2.7176 -0.1980 0.213 0.020 0.068
H -3.4142 5.9390 2.3158 -0.010 -0.010 -0.015
H -2.4087 4.5104 2.0653 0.030 -0.007 -0.023
H -3.9365 4.3816 2.9572 -0.040 -0.011 -0.042
H -6.2164 6.0794 0.7398 0.013 -0.001 0.008
H -6.6114 4.5851 1.5809 0.008 -0.016 -0.005
H -6.7514 4.6800 -0.1812 0.010 0.005 -0.006
H -4.0838 6.3457 -1.1411 -0.019 -0.012 0.039
H -3.7827 4.7878 -1.9128 -0.013 -0.016 0.013
H -2.5430 5.5133 -0.8951 0.005 -0.024 -0.016
H -6.3644 2.2919 0.5899 0.009 -0.034 0.016
H -6.2120 -0.1908 0.5338 0.018 -0.010 -0.009
H -3.9722 -1.2321 0.2373 0.004 0.009 -0.017
C 6.4025 -5.4127 0.1568 -0.041 0.045 -0.012
C 5.4326 -4.7549 -0.7865 0.014 -0.025 0.001
C 5.8395 -3.7728 -1.6826 -0.031 -0.044 0.066
C 4.9534 -3.1572 -2.5551 0.000 0.131 -0.024
C 3.6127 -3.5236 -2.5384 0.088 -0.010 0.045
N 2.6282 -2.9360 -3.3667 -0.033 -0.080 0.108
C 2.7982 -1.9945 -4.3385 -0.074 0.157 -0.071
O 3.8528 -1.5956 -4.7704 0.033 -0.071 0.051
N 1.5794 -1.5165 -4.8678 -0.014 -0.169 -0.254
C 0.4981 -0.9711 -4.1806 -0.166 0.118 0.285
C -0.5474 -0.3816 -4.8969 0.033 -0.074 0.030
C -1.5948 0.1914 -4.2087 0.055 -0.019 -0.034
C -1.5784 0.2019 -2.8213 -0.056 0.088 0.020
N -0.5829 -0.3373 -2.1189 -0.238 0.059 -0.049
C 0.4107 -0.9259 -2.7902 0.135 -0.021 -0.027
C 3.1897 -4.5103 -1.6509 -0.059 -0.038 -0.043
C 4.0882 -5.1162 -0.7909 0.015 0.043 0.000
H 7.4163 -5.3860 -0.2394 0.007 -0.011 0.009
H 6.1272 -6.4525 0.3307 0.037 -0.006 0.016
H 6.4092 -4.9049 1.1237 0.018 -0.014 0.001
H 6.8830 -3.4832 -1.7133 0.002 -0.002 -0.008
H 5.3017 -2.4085 -3.2488 -0.005 -0.024 -0.015
H 1.7224 -3.3734 -3.3263 -0.077 0.045 -0.037
H 1.7174 -1.1320 -5.7899 0.100 0.065 -0.008
H -0.5244 -0.3747 -5.9802 -0.013 -0.015 0.005
H -2.4177 0.6481 -4.7400 0.001 0.009 0.007
H -2.3688 0.6773 -2.2573 0.030 -0.013 -0.013
H 1.1932 -1.3727 -2.1986 0.044 -0.021 0.018
H 2.1532 -4.8338 -1.6576 -0.011 0.024 0.013
H 3.7403 -5.8920 -0.1186 -0.002 -0.006 -0.023
```
Forces are in eV/Å.

The total charge is +1. Its orbital gap (alpha / beta) is 0.2877 / 0.2885 Ha. The value obtained for the highest occupied orbital energy (alpha / beta) is -0.363 / -0.365 Ha. Its expectation value of S² is 8.7532. The total energy is -3597.165913 a.u. The calculation puts the energy relative to the best compared isomer or geometry (same formula, charge and spin) at 0.0 kJ/mol. The spin multiplicity is 6.